Here is an isolated molecule of C23H26N2O3 at a distorted geometry from the OMol25 dataset. Energies are from ωB97M-V/def2-TZVPD.

Values from the calculation:
Relative energy (zero: lowest compared OMol25 entry of this formula, charge and spin): 29.8 kcal/mol
LUMO: 0.71 eV
Frontier orbital gap: 8.947 eV
E: -33397.1453 eV

Geometry as ORCA input:
```
! RIJCOSX wB97M-V def2-TZVPD def2/J DEFGRID3
* xyz 0 1
C -2.31339 -1.95420 1.65168
C -1.35388 -2.62374 0.67710
H -1.91805 -3.23816 -0.02686
H -0.68494 -3.29297 1.21970
C -0.54336 -1.61788 -0.14917
N 0.22007 -0.68021 0.65213
C 0.22514 0.66095 0.51445
O 1.02656 1.35427 1.13218
C -0.78484 1.31745 -0.41404
C -2.17604 1.22868 0.12180
C -2.60327 1.61967 1.34953
O -3.92986 1.41382 1.53101
C -4.39178 0.86950 0.38216
C -5.69127 0.47917 0.09717
C -5.94411 -0.06669 -1.14825
C -4.90266 -0.20852 -2.07750
C -3.61259 0.17818 -1.79914
C -3.34215 0.72656 -0.54638
H -2.83150 0.06307 -2.53650
H -5.13174 -0.63610 -3.04279
C -7.32499 -0.51036 -1.52446
H -7.67550 0.04206 -2.39536
H -7.32669 -1.56900 -1.78082
H -8.02228 -0.34904 -0.70703
H -6.47292 0.60132 0.83014
H -2.06472 2.05326 2.16961
H -0.48718 2.36739 -0.48311
H -0.73005 0.88398 -1.41317
C 1.25799 -1.25754 1.49701
H 0.92902 -2.22907 1.85985
H 1.42909 -0.58616 2.34150
C 2.55271 -1.44882 0.68802
O 2.84638 -2.52645 0.21290
N 3.24413 -0.29495 0.57037
C 4.42069 -0.03500 -0.14366
C 5.08506 -1.02757 -0.85598
C 6.24254 -0.73049 -1.55177
C 6.74569 0.55731 -1.54424
C 6.08574 1.54440 -0.83208
C 4.92531 1.27452 -0.12366
C 4.24605 2.36257 0.65553
H 4.74414 3.31317 0.48246
H 3.19911 2.47119 0.37278
H 4.28354 2.15111 1.72476
H 6.48208 2.54998 -0.82347
H 7.64824 0.79539 -2.08702
H 6.74880 -1.51058 -2.10024
H 4.68942 -2.02922 -0.85833
H 2.80034 0.52349 0.97991
H 0.15548 -2.17266 -0.78792
H -1.23336 -1.06464 -0.78108
H -3.08144 -1.40449 1.11425
H -1.78190 -1.26271 2.30154
H -2.80209 -2.70159 2.27170
*
```


Here is a cluster of 9 separate species, C4H26NO9 in total at a distorted geometry from the OMol25 dataset. Energies are from ωB97M-V/def2-TZVPD.

Values from the calculation:
Relative energy (zero: lowest compared OMol25 entry of this formula, charge and spin): 43.5 kcal/mol
LUMO (alpha / beta): 0.04 / -4.46 eV
Frontier orbital gap (alpha / beta): 10.533 / 6.015 eV
E: -24482.8769 eV

Geometry as ORCA input:
```
! RIJCOSX wB97M-V def2-TZVPD def2/J DEFGRID3
* xyz 0 2
C 0.01367 1.46011 -3.34918
N 0.96315 1.03184 -2.29496
C 2.20431 0.70742 -2.97542
C 0.55042 -0.13373 -1.49227
C 0.23917 0.40411 -0.10181
O 0.52988 -0.60058 0.82494
H -0.86195 1.76081 -2.82536
H -0.21363 0.64668 -4.08835
H 0.20501 2.46667 -3.80056
H 2.88724 0.10615 -2.30369
H 2.71998 1.61588 -3.19306
H 2.05159 0.00716 -3.86174
H -0.38088 -0.76542 -1.87695
H 1.30767 -0.92672 -1.50896
H -0.83350 0.58055 -0.09915
H 0.79917 1.29212 0.17820
H -0.91098 -2.96377 0.28914
H -0.76693 -1.53023 0.83423
O -1.44120 -2.23896 0.58562
H 2.95513 2.62282 -0.44568
H 1.85783 3.06349 -1.27849
O 2.31135 3.29426 -0.47398
H 0.08869 -1.59343 3.88188
H 0.88639 -1.86952 2.53550
O 0.57653 -2.32241 3.29608
H 0.60395 -0.06771 2.38208
H 0.60173 1.18708 3.26656
O 0.40250 0.28282 3.28493
H -3.08938 -2.04428 1.22682
H -3.67315 -0.78742 1.64398
O -3.97764 -1.66316 1.48100
H -2.06974 -1.64743 3.13113
H -1.12137 -0.36936 3.42947
O -2.06265 -0.74394 3.44336
H 2.00832 -1.21624 0.82450
H 2.93255 -1.08348 -0.32264
O 2.89565 -1.54558 0.49313
H -3.91720 0.66075 0.27671
H -3.85286 1.45355 -0.95698
O -3.41883 1.46908 -0.05999
*
```